Here is C6H9NO in the gas phase at a distorted geometry from the OMol25 dataset. Energies are from ωB97M-V with the def2-TZVPD basis set.

For the lowest unoccupied orbital energy, the calculation gives 0.91 eV. The HOMO-LUMO gap comes out at 0.344 Eh. For the calculated total energy, the calculation gives -363.8192 a.u.

CARTESIAN COORDINATES (ANGSTROEM)
H (-3.1751, 0.8453, -1.4777)
N (-2.7794, 0.1036, -0.8153)
C (-1.7960, 0.4686, -0.1362)
C (-1.1437, -0.6584, 0.8735)
C (0.4756, -0.5079, 0.8501)
C (0.7899, 0.9159, 0.8381)
C (1.6368, 1.0926, -0.1625)
O (1.9500, -0.2245, -0.9592)
C (1.1181, -1.0857, -0.3827)
H (-1.0591, 1.5509, -0.1740)
H (-1.2750, -0.3065, 1.8104)
H (-1.8116, -1.6234, 0.5726)
H (0.6792, -1.0776, 1.9432)
H (0.4289, 1.8524, 1.5884)
H (2.0017, 1.9997, -0.5790)
H (0.1893, -1.2828, -1.0202)
H (1.3927, -2.2374, -0.5643)

Results of the Mulliken charge analysis, in e, for atoms 1 through 2:
1 H 0.257
2 N -0.568

***

Here is C6H9NO in the gas phase at a distorted geometry from the OMol25 dataset. Energies are from ωB97M-V with the def2-TZVPD basis set.

For the lowest unoccupied orbital energy, the calculation gives 1.00 eV. The HOMO-LUMO gap comes out at 0.337 Eh. For the calculated total energy, the calculation gives -363.9608 a.u.

CARTESIAN COORDINATES (ANGSTROEM)
C (-0.9602, 2.0791, -0.0131)
C (-0.8177, 0.6732, -0.0653)
C (-1.9085, -0.2631, -0.1897)
C (-1.3064, -1.5333, -0.1200)
O (-0.0220, -1.4553, 0.1906)
C (0.2815, -0.1397, 0.2315)
C (1.6753, 0.1283, 0.6040)
N (2.5414, 0.0175, -0.5694)
H (-0.0490, 2.6625, 0.3222)
H (-1.6770, 2.3720, 0.8181)
H (-1.3235, 2.7663, -0.9130)
H (-2.9567, -0.1097, -0.2756)
H (-1.8372, -2.4604, -0.2560)
H (2.0169, -0.7178, 1.2652)
H (1.7411, 1.0960, 1.1641)
H (2.7007, 0.8495, -1.1546)
H (1.9879, -0.6047, -1.1939)

Results of the Mulliken charge analysis, in e, for atoms 1 through 2:
1 C -1.198
2 C 0.828

***

Here is a molecular structure, C6H9NO at a distorted geometry from the OMol25 dataset. Energies are from ωB97M-V with the def2-TZVPD basis set.

For the lowest unoccupied orbital energy, the calculation gives 0.96 eV. The HOMO-LUMO gap comes out at 0.352 Eh. For the calculated total energy, the calculation gives -363.8252 a.u.

CARTESIAN COORDINATES (ANGSTROEM)
C (-0.7213, 0.0456, 0.1700)
C (-0.6288, -1.0199, -0.9537)
C (0.7979, -0.6520, -0.9640)
C (1.1451, -1.0588, 0.6382)
C (0.1764, -0.5672, 1.4156)
C (0.3514, 0.8649, -0.5240)
H (-2.4312, 1.1366, -0.4760)
H (-2.7732, -0.1469, 0.5988)
H (-1.1225, -1.8806, -1.0030)
H (-1.0296, -0.5191, -2.0106)
H (1.2619, -0.6891, -1.9906)
H (2.0801, -1.7555, 0.8901)
H (-0.2026, -0.8054, 2.4012)
H (0.0393, 1.3306, -1.3466)
H (1.1400, 1.4120, 1.0492)
N (-2.0427, 0.5774, 0.4220)
O (1.3266, 1.5251, 0.0301)

Results of the Mulliken charge analysis, in e, for atoms 1 through 2:
1 C 0.680
2 C -0.709

***

Here is C6H9NO in the gas phase at a distorted geometry from the OMol25 dataset. Energies are from ωB97M-V with the def2-TZVPD basis set.

For the lowest unoccupied orbital energy, the calculation gives 0.93 eV. The HOMO-LUMO gap comes out at 0.353 Eh. For the calculated total energy, the calculation gives -363.6941 a.u.

CARTESIAN COORDINATES (ANGSTROEM)
C (-1.0346, 1.4319, -0.0821)
O (0.4329, 1.1821, -0.3250)
C (0.5125, -0.3230, -0.3060)
C (1.3039, -0.3947, 0.8881)
C (2.0764, -0.4406, -0.4337)
C (-0.6898, -0.6786, -0.6665)
N (-2.0280, -1.0591, -0.1815)
C (-1.4608, 0.1187, 0.4418)
H (-1.0476, 2.2418, 0.5664)
H (-1.4780, 1.5748, -1.0971)
H (1.2819, -1.3621, 1.5069)
H (1.2713, 0.7429, 1.1894)
H (2.3894, 0.6106, -0.5843)
H (2.2950, -1.2112, -1.1558)
H (-0.6053, -0.7315, -1.7400)
H (-2.3180, -1.6498, 0.5330)
H (-0.9014, -0.0523, 1.4464)

Results of the Mulliken charge analysis, in e, for atoms 1 through 2:
1 C -0.523
2 O -0.488

***

Here is 2 unconnected molecules or ions with the total composition C6H9NO at a distorted geometry from the OMol25 dataset. Energies are from ωB97M-V with the def2-TZVPD basis set.

For the lowest unoccupied orbital energy, the calculation gives 0.78 eV. The HOMO-LUMO gap comes out at 0.331 Eh. For the calculated total energy, the calculation gives -363.9893 a.u.

CARTESIAN COORDINATES (ANGSTROEM)
C (0.0455, -2.2265, -0.6519)
C (-0.0861, -1.0595, -1.2614)
C (-0.4092, 0.2139, -0.6350)
C (-0.1860, 1.5139, -1.0112)
C (-0.6558, 2.3528, 0.0321)
C (-1.1400, 1.5453, 1.0090)
N (-1.0243, 0.2486, 0.6016)
H (-0.2183, -2.4401, 0.3741)
H (0.3992, -3.1349, -1.1395)
H (0.0898, -1.0115, -2.3242)
H (0.1257, 1.7913, -2.0075)
H (-0.7316, 3.4289, -0.0148)
H (-1.5702, 1.8421, 1.9583)
H (-1.0306, -0.5647, 1.1930)
O (2.3923, -0.6605, 1.4826)
H (1.4968, -0.3264, 1.3411)
H (2.5028, -1.5127, 1.0536)

Results of the Mulliken charge analysis, in e, for atoms 1 through 2:
1 C -1.073
2 C 0.065

***

Here is a molecular structure, C6H9NO2 at a distorted geometry from the OMol25 dataset. Energies are from ωB97M-V with the def2-TZVPD basis set.

For the lowest unoccupied orbital energy, the calculation gives 0.30 eV. The HOMO-LUMO gap comes out at 0.346 Eh. For the calculated total energy, the calculation gives -438.9518 a.u.

CARTESIAN COORDINATES (ANGSTROEM)
C (1.8349, 0.6762, 0.2389)
C (0.7097, -0.4789, -0.0232)
C (-0.4394, -0.6440, 1.0024)
C (-0.4764, -0.9186, -0.9424)
C (-1.5538, 0.2854, -0.8978)
C (-1.6347, 0.3025, 0.5701)
H (3.4493, -1.1640, 0.2808)
H (1.8272, 1.1699, 1.3144)
H (1.4728, 1.7444, -0.4876)
H (1.2183, -1.5171, -0.2047)
H (-0.2615, -0.7381, 2.0609)
H (-0.1838, -1.1610, -2.0660)
H (-2.5371, 0.3484, -1.4736)
H (-1.8996, 2.1473, -0.2568)
H (-2.4976, 0.3373, 1.2222)
N (-1.1580, 1.4257, -0.0958)
O (3.1263, -0.0147, -0.3483)
O (-0.9968, -1.8007, 0.1066)

Results of the Mulliken charge analysis, in e, for atoms 1 through 2:
1 C -0.334
2 C -0.116

***

Here is 2 unconnected molecules or ions with the total composition C6H9NO2 at a distorted geometry from the OMol25 dataset. Energies are from ωB97M-V with the def2-TZVPD basis set.

For the lowest unoccupied orbital energy, the calculation gives -0.17 eV. The HOMO-LUMO gap comes out at 0.351 Eh. For the calculated total energy, the calculation gives -439.0525 a.u.

CARTESIAN COORDINATES (ANGSTROEM)
C (-1.0591, 0.5095, -1.6619)
C (-0.6449, -0.7546, -1.5075)
C (-0.7206, 1.4252, -0.5126)
C (0.1439, -0.8743, -0.2495)
C (0.3553, 0.4838, 0.3076)
C (0.1188, 0.5201, 1.8060)
N (1.3599, -1.7009, -0.2623)
O (1.3018, -2.6850, -0.9689)
O (2.2571, -1.2923, 0.4376)
H (-1.7277, 0.8438, -2.4754)
H (-0.6396, -1.4417, -2.2072)
H (-0.2392, 2.3263, -0.7667)
H (-1.4787, 1.4096, 0.2375)
H (-0.7092, -1.3551, 0.9224)
H (1.3399, 0.9236, 0.1418)
H (0.4096, 1.5850, 2.1255)
H (0.7701, -0.1246, 2.5371)
H (-0.8373, 0.2018, 2.0964)

Results of the Mulliken charge analysis, in e, for atoms 1 through 2:
1 C -0.317
2 C -0.877

***

Here is a molecular structure, C6H9NO2 at a distorted geometry from the OMol25 dataset. Energies are from ωB97M-V with the def2-TZVPD basis set.

For the lowest unoccupied orbital energy, the calculation gives -0.34 eV. The HOMO-LUMO gap comes out at 0.285 Eh. For the calculated total energy, the calculation gives -439.2053 a.u.

CARTESIAN COORDINATES (ANGSTROEM)
C (-2.2643, -2.1077, 0.1482)
C (0.0768, 1.9626, -0.3621)
C (-0.2340, -0.5969, 0.0872)
C (-1.7237, -0.7184, -0.0546)
C (0.5059, 0.5727, -0.0524)
C (2.8578, 0.9835, 0.1290)
O (0.4510, -1.6798, 0.3675)
N (1.8266, 0.2259, 0.1583)
O (-2.4266, 0.2378, -0.3129)
H (1.5144, -1.0819, 0.3717)
H (-1.8010, -2.7926, -0.5639)
H (-1.9894, -2.4706, 1.1400)
H (-3.3447, -2.0979, 0.0269)
H (0.5591, 2.3201, -1.2782)
H (0.3695, 2.6450, 0.4431)
H (-0.9998, 2.0053, -0.4887)
H (2.7945, 2.0480, -0.0790)
H (3.8279, 0.5450, 0.3199)

Results of the Mulliken charge analysis, in e, for atoms 1 through 2:
1 C -1.219
2 C -1.592

***

Here is C6H9NO3 in the gas phase at a distorted geometry from the OMol25 dataset. Energies are from ωB97M-V with the def2-TZVPD basis set.

For the lowest unoccupied orbital energy (alpha / beta), the calculation gives -0.13 / -0.07 eV. The HOMO-LUMO gap (alpha / beta) comes out at 0.302 / 0.309 Eh. For the calculated total energy, the calculation gives -514.3728 a.u.

CARTESIAN COORDINATES (ANGSTROEM)
C (0.8782, -1.1307, -0.1421)
C (1.0780, 2.3990, -0.1107)
C (0.7236, 0.5890, 1.3723)
C (-0.6094, -0.6495, -0.1302)
C (-1.0639, 0.1724, -1.2607)
C (-1.5189, -1.6442, 0.3412)
N (1.6151, -0.2519, 0.5940)
O (1.3061, -2.1445, -0.5835)
O (1.6186, 1.8765, -1.0254)
O (0.6823, 1.9564, 1.0183)
H (0.8741, 3.4284, -0.0703)
H (0.4928, 0.5818, 2.4759)
H (-1.1860, -0.4719, -2.2374)
H (-0.2221, 0.8141, -1.3830)
H (-1.9190, 0.6786, -1.0436)
H (-1.2421, -2.6780, 0.0700)
H (-2.4768, -1.2692, -0.0462)
H (-1.6169, -1.7835, 1.3977)
H (2.5863, -0.4727, 0.7638)

Results of the Mulliken charge analysis, in e, for atoms 1 through 2:
1 C 0.309
2 C 0.047

***

Here is C6H9NO3 in the gas phase at a distorted geometry from the OMol25 dataset. Energies are from ωB97M-V with the def2-TZVPD basis set.

For the lowest unoccupied orbital energy (alpha / beta), the calculation gives 0.57 / 0.54 eV. The HOMO-LUMO gap (alpha / beta) comes out at 0.274 / 0.282 Eh. For the calculated total energy, the calculation gives -514.3155 a.u.

CARTESIAN COORDINATES (ANGSTROEM)
C (-1.2019, 0.7750, 0.4424)
C (0.7396, -0.6115, 1.3751)
C (-0.8575, -0.2767, 1.2380)
C (1.1790, 0.1831, -0.9351)
C (-1.3111, -1.7374, 0.7581)
C (1.4620, 1.6378, -1.3543)
N (-1.9773, 1.6778, 0.2768)
O (1.0540, -1.1770, 2.3757)
O (1.4587, -0.4783, 0.2399)
O (1.1270, -0.6267, -2.0711)
H (-1.1344, -0.1292, 2.3545)
H (-2.3005, -1.7458, 1.0027)
H (-0.7642, -2.5595, 1.1640)
H (-1.2671, -1.8679, -0.2550)
H (1.0361, 2.2292, -0.4691)
H (1.0132, 1.7760, -2.3323)
H (2.5509, 2.0229, -1.4702)
H (-1.8736, 2.4788, -0.4964)
H (1.0673, -1.5705, -1.8436)

Results of the Mulliken charge analysis, in e, for atoms 1 through 2:
1 C 0.325
2 C 0.491